[1]
{"formula": "C41H77N4OPtSi8Te", "method": "the ωB97M-V functional and the def2-TZVPD basis", "elements": ["Pt", "Te", "Si", "Si", "Si", "Si", "Si", "Si", "Si", "Si", "O", "N", "N", "N", "N", "C", "C", "C", "C", "C", "C", "C", "C", "C", "C", "C", "C", "C", "C", "C", "C", "C", "C", "C", "C", "C", "C", "C", "C", "C", "C", "C", "C", "C", "C", "C", "C", "C", "C", "C", "C", "C", "C", "C", "C", "C", "H", "H", "H", "H", "H", "H", "H", "H", "H", "H", "H", "H", "H", "H", "H", "H", "H", "H", "H", "H", "H", "H", "H", "H", "H", "H", "H", "H", "H", "H", "H", "H", "H", "H", "H", "H", "H", "H", "H", "H", "H", "H", "H", "H", "H", "H", "H", "H", "H", "H", "H", "H", "H", "H", "H", "H", "H", "H", "H", "H", "H", "H", "H", "H", "H", "H", "H", "H", "H", "H", "H", "H", "H", "H", "H", "H", "H"], "coordinates": [[-1.622, 0.417, -1.114], [-1.311, -1.726, 0.621], [0.021, -3.156, 2.223], [1.629, -2.638, 3.862], [0.992, -5.018, 1.138], [0.052, 0.029, -2.705], [-0.379, -1.010, -4.790], [-1.850, -4.057, 3.359], [1.877, -1.286, -1.965], [1.080, 2.033, -3.357], [-0.635, 3.256, 0.038], [-3.252, 0.250, -2.357], [0.706, 6.340, -0.749], [0.523, 5.255, 0.115], [-3.283, 1.442, 0.073], [1.521, 4.910, 1.052], [1.142, 4.284, 2.233], [2.777, -4.796, 0.562], [-1.493, -5.304, 4.741], [2.223, -4.292, 4.575], [-0.131, -5.526, -0.291], [-0.258, 6.195, -1.738], [1.190, -1.528, -5.719], [-3.070, 1.138, 4.801], [1.990, 2.810, -1.893], [3.455, 4.171, 2.893], [-3.585, 1.543, 3.578], [2.420, 1.895, -4.687], [3.516, -1.091, -2.904], [-2.798, -2.665, 4.188], [-2.740, 1.815, 2.509], [3.823, 4.809, 1.717], [-3.563, -0.281, -3.551], [2.116, 3.906, 3.143], [-0.926, 5.037, -1.596], [-4.405, 1.271, -0.523], [2.861, 5.169, 0.786], [-0.854, 1.235, 3.884], [-3.283, 2.352, 1.215], [-0.426, 7.266, -2.760], [-1.700, 0.993, 4.958], [-2.993, -4.926, 2.144], [-0.414, 4.366, -0.413], [1.205, -1.651, 5.413], [-4.938, -0.250, -3.770], [-0.150, 3.254, -4.128], [-1.368, 1.640, 2.664], [0.822, 7.629, -0.077], [3.162, -1.818, 3.134], [2.330, -0.858, -0.181], [-1.374, -2.620, -4.626], [-4.444, 0.623, -1.783], [1.408, -3.093, -2.189], [1.087, -6.586, 2.200], [-1.208, 0.176, -6.021], [-5.506, 0.337, -2.633], [2.679, -4.109, 5.553], [-0.738, -4.947, 5.445], [-5.446, -0.626, -4.644], [-4.302, 2.725, 1.376], [2.620, -1.739, 0.396], [2.955, -3.911, -0.049], [0.216, 1.102, 3.981], [0.962, -0.604, 5.247], [4.026, -0.161, -2.640], [2.038, 1.510, -5.634], [-5.330, 1.685, -0.115], [-2.517, -5.800, 1.693], [2.987, 2.363, -1.831], [1.222, 8.358, -0.779], [2.104, -1.690, 6.037], [1.805, -2.226, -5.150], [3.408, -1.119, -3.990], [0.487, -3.322, -1.651], [1.817, -0.679, -5.997], [-2.814, -0.673, -4.209], [-2.252, -2.270, 5.048], [-6.550, 0.520, -2.429], [-1.044, 8.082, -2.377], [2.981, -4.750, 3.935], [-2.076, -2.729, -5.459], [3.175, -0.161, -0.178], [-1.664, 4.611, -2.256], [-0.693, -3.472, -4.650], [0.457, -5.927, -1.122], [-3.737, 0.931, 5.628], [3.059, -5.679, -0.021], [0.195, 4.287, -4.010], [2.952, -0.799, 2.801], [1.521, 7.530, 0.750], [-0.808, -6.312, 0.054], [0.097, 4.081, 2.421], [2.779, 2.915, -4.865], [-1.159, 3.172, -3.717], [0.160, -6.782, 2.744], [1.251, -7.426, 1.516], [-2.663, 3.200, 0.924], [3.949, -1.777, 3.894], [-0.142, 7.976, 0.309], [1.420, -5.019, 4.705], [-0.917, 6.855, -3.640], [-1.298, 0.674, 5.911], [3.443, -4.745, 1.428], [1.493, -0.394, 0.340], [-0.713, 1.829, 1.823], [4.867, 5.009, 1.509], [-3.898, -5.260, 2.662], [-1.717, -0.378, -6.817], [0.537, 7.679, -3.059], [4.164, -1.922, -2.609], [0.882, -2.034, -6.641], [2.114, 3.892, -2.017], [3.139, 5.627, -0.155], [3.272, 1.282, -4.387], [-3.281, -4.249, 1.339], [-2.970, -1.842, 3.494], [1.492, 2.614, -0.946], [0.388, -2.109, 5.976], [-3.766, -3.039, 4.540], [-2.420, -5.460, 5.303], [-1.169, -6.275, 4.361], [2.198, -3.772, -1.851], [-4.656, 1.669, 3.455], [-0.221, 3.043, -5.199], [-0.737, -4.702, -0.668], [1.819, 3.400, 4.053], [-0.434, 0.792, -6.489], [1.239, -3.298, -3.248], [-1.931, 0.849, -5.560], [4.211, 3.874, 3.609], [1.905, -6.577, 2.921], [-1.941, -2.678, -3.696], [3.548, -2.366, 2.272]], "lowdin_charge": [0.45, 0.43, 0.03, 0.34, 0.34, 0.23, 0.35, 0.29, 0.33, 0.35, 0.00, -0.12, -0.08, 0.04, -0.07, -0.21, 0.00, -0.22, -0.22, -0.22, -0.24, -0.28, -0.22, -0.10, -0.21, -0.09, -0.05, -0.22, -0.22, -0.23, -0.21, -0.08, -0.19, -0.07, 0.06, -0.12, -0.04, -0.08, -0.18, -0.02, -0.10, -0.23, -0.42, -0.21, -0.10, -0.22, -0.07, -0.02, -0.23, -0.24, -0.22, -0.35, -0.22, -0.22, -0.23, -0.07, 0.03, 0.01, 0.08, 0.11, -0.01, -0.01, 0.09, 0.00, 0.01, 0.01, 0.13, 0.01, 0.03, 0.09, 0.03, 0.00, 0.00, -0.01, 0.01, 0.03, 0.02, 0.09, 0.09, 0.02, 0.03, 0.03, 0.11, 0.02, 0.03, 0.10, 0.03, 0.01, 0.02, 0.08, 0.02, 0.11, 0.03, 0.01, 0.00, 0.03, 0.10, 0.03, 0.10, 0.00, 0.09, 0.10, 0.02, -0.03, 0.08, 0.10, 0.03, 0.03, 0.08, 0.03, 0.03, 0.03, 0.11, 0.01, 0.00, -0.01, 0.01, 0.02, 0.03, 0.02, 0.01, 0.01, 0.11, 0.02, -0.01, 0.10, 0.01, 0.01, 0.01, 0.10, 0.01, 0.02, 0.01], "e_lumo_ev": 2.0, "homo_ev": -3.8, "total_charge": -1, "orbital_gap_ev": 5.8}

=====

[2]
{"formula": "C5H7NO", "method": "the ωB97M-V functional and the def2-TZVPD basis", "elements": ["O", "N", "C", "C", "C", "C", "C", "H", "H", "H", "H", "H", "H", "H"], "coordinates": [[0.367, -0.812, -1.859], [-1.772, -1.848, -0.690], [-0.281, -0.529, 0.946], [0.346, 0.471, 0.190], [1.056, 1.588, 0.926], [-1.096, -1.325, 0.252], [0.618, 0.219, -1.201], [-1.223, -2.030, -1.551], [1.587, 2.320, 0.297], [1.197, 1.005, -1.738], [1.834, 1.111, 1.537], [-2.779, -1.671, -0.752], [-0.253, -0.657, 2.033], [0.400, 2.154, 1.595]], "lowdin_charge": [-0.09, 0.15, -0.07, -0.29, -0.09, -0.04, -0.27, 0.12, 0.07, 0.12, 0.07, 0.14, 0.13, 0.07], "e_above_lowest_kcal_mol": 83.90, "e_lumo_ev": [0.1, 0.1], "homo_ev": [-7.1, -7.1], "orbital_gap_ev": [7.2, 7.2]}

=====

[3]
{"formula": "C2H14N2O3", "method": "the ωB97M-V functional and the def2-TZVPD basis", "elements": ["O", "O", "O", "N", "N", "C", "C", "H", "H", "H", "H", "H", "H", "H", "H", "H", "H", "H", "H", "H", "H"], "coordinates": [[-2.137, -1.559, 1.743], [0.270, 2.497, 0.282], [-2.225, 0.730, -0.183], [0.834, -1.251, 1.162], [1.740, -0.045, -0.698], [1.495, 0.326, -2.110], [0.753, -1.043, -0.280], [-2.512, -1.246, 0.906], [-2.867, -1.498, 2.324], [-1.313, 0.445, -0.275], [0.689, 1.671, 0.006], [1.448, -0.560, -2.753], [2.631, -0.499, -0.584], [0.527, -0.398, 1.633], [-0.019, -1.772, 1.377], [0.536, 0.841, -2.121], [0.529, 3.185, -0.337], [-2.121, 1.315, 0.591], [-0.206, -0.827, -0.777], [2.281, 0.985, -2.470], [0.903, -2.044, -0.719]], "lowdin_charge": [-0.05, -0.06, -0.06, 0.03, -0.12, -0.12, -0.37, 0.03, 0.02, -0.03, -0.02, 0.08, 0.11, 0.07, 0.04, 0.07, 0.04, 0.06, 0.09, 0.08, 0.12], "e_above_lowest_kcal_mol": 24.21, "e_lumo_ev": 0.7, "smiles": "CNCN.O.O.O", "homo_ev": -9.6, "orbital_gap_ev": 10.4}

=====

[4]
{"formula": "C5H9F2NO4", "method": "the ωB97M-V functional and the def2-TZVPD basis", "elements": ["F", "F", "O", "O", "O", "O", "N", "C", "C", "C", "C", "C", "H", "H", "H", "H", "H", "H", "H", "H", "H"], "coordinates": [[4.274, 0.904, -1.096], [4.709, 0.716, 1.022], [2.140, 2.222, 0.022], [1.485, 0.012, -0.217], [3.631, -1.699, 0.986], [3.874, -1.596, -1.153], [3.796, -1.123, -0.057], [0.133, -0.127, 0.278], [3.852, 0.375, 0.055], [-0.185, -1.614, 0.236], [-0.819, 0.709, -0.566], [2.279, 0.925, 0.419], [-1.192, -1.793, 0.595], [2.111, 2.276, -0.946], [-0.529, 1.757, -0.540], [-0.098, -1.976, -0.785], [2.215, 0.903, 1.516], [-1.828, 0.621, -0.174], [0.117, 0.231, 1.317], [-0.810, 0.360, -1.597], [0.520, -2.159, 0.857]], "lowdin_charge": [0.15, 0.15, 0.07, -0.06, 0.12, 0.14, -0.34, -0.40, -0.37, -0.03, -0.03, -0.33, 0.08, 0.13, 0.07, 0.09, 0.17, 0.08, 0.15, 0.09, 0.08], "e_above_lowest_kcal_mol": 0.00, "e_lumo_ev": 0.1, "smiles": "CC(C)O[C@H](O)C(F)(F)[N+](=O)[O-]", "homo_ev": -11.0, "orbital_gap_ev": 11.1}

=====

[5]
{"formula": "C24H28FN3O5", "method": "the ωB97M-V functional and the def2-TZVPD basis", "elements": ["F", "O", "O", "O", "O", "O", "N", "N", "N", "C", "C", "C", "C", "C", "C", "C", "C", "C", "C", "C", "C", "C", "C", "C", "C", "C", "C", "C", "C", "C", "C", "C", "C", "H", "H", "H", "H", "H", "H", "H", "H", "H", "H", "H", "H", "H", "H", "H", "H", "H", "H", "H", "H", "H", "H", "H", "H", "H", "H", "H", "H"], "coordinates": [[-6.055, 0.732, 4.747], [0.893, 1.164, 3.642], [-0.520, 3.367, -5.080], [4.410, -3.789, 0.155], [-1.055, 1.384, -6.031], [3.579, -1.497, -1.087], [1.577, -0.463, -1.131], [0.085, -0.442, 5.005], [0.776, 1.543, -4.739], [0.994, 0.119, -4.834], [-2.980, -0.001, 6.488], [1.643, 2.222, -3.803], [-0.571, 0.483, 5.908], [-2.487, 1.190, 4.463], [1.483, 1.630, -2.402], [2.137, -3.305, 2.594], [1.630, -0.743, 1.730], [1.741, 0.122, -2.445], [1.324, -1.090, 3.040], [-4.333, 0.053, 6.201], [2.524, -1.219, -0.540], [-3.368, 2.082, -5.685], [0.803, -0.535, -3.464], [-2.187, 2.000, -6.641], [0.755, -0.016, 3.908], [2.428, -2.972, 1.277], [3.040, -4.003, 0.355], [-4.738, 0.678, 5.036], [2.173, -1.665, 0.844], [1.594, -2.385, 3.471], [-0.292, 2.193, -5.257], [-3.834, 1.249, 4.159], [-2.050, 0.567, 5.628], [0.713, -0.280, -0.645], [1.417, -2.679, 4.496], [0.301, -0.299, -5.562], [2.180, 2.112, -1.716], [2.680, 2.109, -4.138], [2.949, -4.997, 0.801], [-0.101, 1.457, 5.741], [-3.621, 1.092, -5.310], [2.500, -4.000, -0.606], [0.465, 1.815, -2.049], [4.497, -2.945, -0.327], [2.781, -0.071, -2.731], [-0.390, 0.162, 6.938], [-2.419, 1.367, -7.501], [-0.142, -1.418, 5.103], [-0.233, -0.405, -3.142], [-1.761, 1.632, 3.798], [-4.229, 2.495, -6.203], [1.463, 0.282, 1.431], [-1.908, 3.002, -6.980], [1.376, 3.280, -3.810], [-5.067, -0.379, 6.862], [2.351, -4.306, 2.938], [-3.118, 2.728, -4.847], [-4.188, 1.732, 3.262], [-2.649, -0.485, 7.395], [1.014, -1.602, -3.531], [2.020, -0.052, -5.180]], "lowdin_charge": [0.06, 0.06, 0.09, -0.05, -0.01, 0.07, 0.12, 0.08, -0.04, -0.13, -0.04, -0.13, -0.13, -0.02, -0.11, -0.01, 0.04, -0.31, -0.12, -0.01, -0.41, -0.06, -0.11, -0.22, -0.45, -0.12, -0.22, -0.28, -0.07, -0.01, -0.54, 0.00, -0.21, 0.15, 0.11, 0.12, 0.12, 0.13, 0.12, 0.13, 0.08, 0.13, 0.13, 0.06, 0.15, 0.12, 0.12, 0.13, 0.12, 0.11, 0.08, 0.13, 0.12, 0.12, 0.12, 0.12, 0.07, 0.12, 0.11, 0.12, 0.13], "e_above_lowest_kcal_mol": 0.00, "e_lumo_ev": 0.3, "smiles": "CCOC(=O)N1CCC(NC(=O)c2cc(C(=O)NCc3ccc(F)cc3)ccc2CO)CC1", "homo_ev": -9.3, "orbital_gap_ev": 9.6}

=====

[6]
{"formula": "C19H28N2O3S", "method": "the ωB97M-V functional and the def2-TZVPD basis", "elements": ["S", "O", "O", "O", "N", "N", "C", "C", "C", "C", "C", "C", "C", "C", "C", "C", "C", "C", "C", "C", "C", "C", "C", "C", "C", "H", "H", "H", "H", "H", "H", "H", "H", "H", "H", "H", "H", "H", "H", "H", "H", "H", "H", "H", "H", "H", "H", "H", "H", "H", "H", "H", "H"], "coordinates": [[-2.400, 3.901, 0.607], [5.346, -3.244, -1.050], [0.731, -0.278, 1.810], [-0.954, 1.849, -1.604], [-2.350, 0.651, -0.228], [0.959, 0.964, 0.279], [-2.290, -1.961, -0.715], [2.806, -0.975, -0.913], [3.141, -1.724, 1.163], [-2.371, 4.629, -1.093], [6.286, -4.016, -0.077], [4.489, -2.476, -0.513], [0.220, 3.290, 0.368], [-2.880, -2.343, 0.443], [-3.014, -0.995, -1.595], [4.220, -2.532, 0.767], [-1.122, 1.617, -0.467], [-3.349, -1.109, 1.455], [-0.052, 1.836, 0.641], [-3.313, 0.224, -1.207], [3.840, -1.633, -1.543], [1.300, -0.258, 0.810], [2.541, -0.899, 0.559], [-2.459, 0.187, 1.323], [-0.757, 4.057, 1.147], [-4.413, -0.835, 0.898], [-2.022, 4.007, -1.765], [2.800, -1.859, 2.340], [-0.453, 1.632, 1.806], [-2.799, -1.280, -2.676], [-1.468, -0.058, 1.587], [3.955, -1.888, -2.496], [-3.713, -3.127, 0.680], [1.201, 3.713, 0.829], [-3.532, 4.718, -1.397], [1.525, 1.219, -0.751], [0.191, 3.518, -0.821], [-4.076, -1.571, -1.737], [-2.914, 1.111, 1.591], [-2.993, 1.024, -1.951], [-0.690, 3.904, 2.368], [-2.013, 5.435, -1.218], [2.189, -0.609, -1.658], [4.744, -2.993, 1.586], [6.660, -3.353, 0.476], [7.019, -4.544, -0.857], [-3.553, -1.219, 2.538], [-1.283, -1.524, -0.609], [-1.919, -2.551, 1.346], [5.622, -4.708, 0.355], [-0.583, 5.387, 1.035], [-1.956, -2.873, -1.196], [-4.094, 0.561, -0.671]], "lowdin_charge": [0.85, -0.05, 0.10, 0.05, -0.07, 0.08, -0.32, 0.03, -0.09, -0.28, 0.07, -0.38, -0.28, -0.23, -0.24, -0.02, -0.41, -0.16, -0.31, -0.28, 0.08, -0.48, -0.20, -0.10, -0.61, 0.13, -0.03, 0.20, 0.21, 0.14, 0.05, 0.07, 0.14, 0.15, 0.12, 0.24, 0.17, 0.17, 0.08, 0.16, 0.14, -0.09, 0.08, 0.12, 0.00, 0.15, 0.10, 0.13, 0.18, 0.08, 0.16, 0.12, 0.09], "e_above_lowest_kcal_mol": 392.11, "e_lumo_ev": 0.7, "homo_ev": -7.6, "orbital_gap_ev": 8.3}

=====

Values of E, in order: -125343.1465, -8832.5648, -11423.3767, -20442.8337, -42770.1450, -40099.4903, all in eV.